Entry 1:
10
Properties=species:S:1:pos:R:3:mulliken_charge:R:1 method="wB97M-V/def2-TZVPD" e_homo_ev="-8.760 / -8.759" multiplicity=1 smiles="C=[NH+][O-].C#C"
C -0.889 -0.702 -0.182 -0.666
N -1.973 0.049 -0.268 0.209
O -2.266 1.035 0.493 -0.577
H -0.714 -1.367 -0.978 0.262
H -0.308 -0.608 0.608 0.491
H -2.627 -0.115 -1.012 0.219
C 1.439 1.153 -0.516 -0.321
C 1.657 0.749 0.601 -0.369
H 1.273 1.422 -1.515 0.408
H 1.656 0.286 1.536 0.345

---

Entry 2:
105
Properties=species:S:1:pos:R:3:mulliken_charge:R:1 method="wB97M-V/def2-TZVPD" s_squared=2.028 charge=-2 e_homo_ev="0.308 / -2.946" multiplicity=3
Ti 0.332 -0.370 0.235 -0.832
C 1.073 -0.558 4.512 -0.908
C -0.192 -1.341 4.844 1.161
C -0.450 -1.249 6.348 -2.283
C -1.417 -0.999 3.999 0.739
C -2.518 -0.404 4.611 -0.395
C -3.737 -0.271 3.964 -1.521
C -3.900 -0.846 2.717 -0.001
C -2.827 -1.446 2.063 -0.075
C -3.047 -2.272 0.802 3.080
C -2.964 -3.759 1.178 -1.743
C -4.368 -2.001 0.090 -2.628
C -1.544 -1.401 2.645 -0.607
N -0.432 -1.689 1.809 2.497
C 0.267 -2.834 1.995 0.071
O 0.031 -3.715 2.841 -0.892
C 1.387 -2.972 1.028 -0.438
C 2.435 -3.835 1.212 -0.690
C 3.465 -3.886 0.259 -1.005
C 3.358 -3.057 -0.872 -0.543
C 2.293 -2.203 -0.995 -0.400
N 1.306 -2.130 -0.050 1.074
C 2.025 -1.363 -2.198 0.023
O 2.620 -1.604 -3.266 -0.821
N 1.059 -0.444 -1.999 1.486
C 0.481 0.121 -3.165 -1.138
C 1.093 1.133 -3.928 0.667
C 0.371 1.750 -4.947 -0.198
C -0.924 1.368 -5.250 -1.441
C -1.496 0.317 -4.550 -0.388
C -0.807 -0.324 -3.527 0.589
C -1.393 -1.557 -2.867 3.268
C -0.924 -2.806 -3.625 -1.825
C -2.913 -1.537 -2.746 -2.252
C 2.547 1.509 -3.724 2.648
C 3.421 0.869 -4.811 -1.877
C 2.814 3.016 -3.717 -1.551
H 1.894 -0.879 5.159 0.476
H 1.387 -0.724 3.486 -0.149
H 0.929 0.514 4.672 0.103
H 0.008 -2.389 4.616 0.235
H -0.568 -0.212 6.683 0.386
H -1.340 -1.806 6.650 0.422
H 0.408 -1.665 6.880 0.496
H -2.429 -0.043 5.628 0.273
H -4.566 0.229 4.453 0.349
H -4.870 -0.819 2.241 0.321
H -2.232 -2.061 0.112 -1.513
H -3.785 -4.021 1.853 0.399
H -3.049 -4.380 0.280 0.399
H -2.026 -3.996 1.681 0.256
H -5.219 -2.297 0.714 0.662
H -4.475 -0.952 -0.186 0.241
H -4.421 -2.600 -0.822 0.551
H 2.425 -4.463 2.094 0.485
H 4.311 -4.549 0.386 0.370
H 4.086 -3.070 -1.672 0.490
H 0.840 2.542 -5.522 0.289
H -1.478 1.872 -6.035 0.341
H -2.497 -0.011 -4.803 0.317
H -0.981 -1.622 -1.861 -1.552
H -1.345 -2.814 -4.637 0.374
H 0.163 -2.830 -3.710 0.382
H -1.254 -3.712 -3.109 0.407
H -3.402 -1.653 -3.719 0.633
H -3.239 -2.373 -2.120 0.235
H -3.260 -0.612 -2.282 0.325
H 2.830 1.106 -2.754 -1.290
H 3.155 1.283 -5.791 0.333
H 4.477 1.094 -4.628 0.442
H 3.283 -0.209 -4.822 0.373
H 2.671 3.449 -4.712 0.467
H 2.176 3.554 -3.019 0.212
H 3.855 3.201 -3.436 0.404
O -1.647 4.273 3.725 -0.622
C -1.165 3.271 2.931 0.550
C 0.166 2.865 3.002 -0.973
C 0.571 1.835 2.182 -0.048
N -0.269 1.274 1.324 1.333
C -1.539 1.665 1.232 -0.262
C -2.038 2.675 2.029 -1.121
C -2.276 0.944 0.115 -0.174
O -3.415 1.270 -0.186 -0.818
O -1.527 0.063 -0.455 1.125
C 1.965 1.230 2.093 0.735
O 2.886 1.738 2.714 -0.828
O 1.996 0.203 1.322 -0.851
H -0.942 4.552 4.319 0.337
H 0.882 3.317 3.680 0.460
H -3.072 2.977 1.943 0.523
C -0.253 3.360 -1.496 -0.861
C 0.949 3.774 -0.674 -0.609
O 1.920 2.749 -0.714 -0.168
C 3.202 3.198 -0.312 -0.636
C 4.206 2.069 -0.385 -0.929
H -1.089 4.038 -1.313 0.453
H -0.563 2.349 -1.239 -0.174
H -0.032 3.351 -2.563 0.226
H 0.658 3.964 0.370 0.377
H 1.380 4.710 -1.061 0.643
H 3.148 3.580 0.718 0.410
H 3.507 4.033 -0.962 0.533
H 3.933 1.260 0.288 0.002
H 5.188 2.450 -0.093 0.444
H 4.281 1.669 -1.396 0.123

---

Entry 3:
23
Properties=species:S:1:pos:R:3:mulliken_charge:R:1 method="wB97M-V/def2-TZVPD" s_squared=0.752 e_homo_ev="-3.106 / -9.380" multiplicity=2
C -1.343 -0.483 -0.846 -1.080
C 0.045 -0.909 -0.391 -0.545
C 0.827 0.027 0.482 -1.071
C 1.606 -0.360 1.496 -1.009
N 0.675 1.422 0.098 -0.223
N -2.206 0.123 0.173 -0.338
H -1.343 0.377 -1.584 0.326
H -1.802 -1.271 -1.438 0.457
H 0.776 -0.894 -1.254 0.394
H 0.037 -1.957 -0.138 0.318
H 1.611 -1.422 1.621 0.327
H 2.172 0.379 2.073 0.386
H -0.236 1.468 -0.375 0.439
H 1.409 1.710 -0.660 0.916
H 0.742 2.071 0.883 0.342
H -1.814 0.072 1.112 0.154
H -3.125 -0.305 0.106 0.250
H -1.740 3.774 -0.862 0.308
H -2.249 2.470 -0.305 0.309
O -1.438 3.000 -0.376 -0.661
H 3.037 -3.592 0.267 0.278
H 2.081 -2.680 -0.485 0.359
O 2.281 -3.020 0.403 -0.637

---

Entry 4:
20
Properties=species:S:1:pos:R:3:mulliken_charge:R:1 method="wB97M-V/def2-TZVPD" e_homo_ev=-7.777 multiplicity=1
C -0.164 -0.722 -0.788 -0.046
C -0.607 -1.764 0.215 -1.334
C 2.152 0.536 -0.284 -1.334
C -0.744 0.850 1.635 0.576
N -1.225 -0.434 -1.695 -0.465
C 0.163 1.498 0.923 -0.822
C 0.690 0.948 -0.324 0.352
N -1.653 0.497 2.334 -0.578
H 0.679 -1.129 -1.346 0.345
H -2.075 -0.119 -1.236 0.181
H -1.257 -0.790 -2.643 0.165
H -2.280 1.255 2.628 0.280
H 0.375 2.542 1.163 0.319
H 0.539 1.676 -1.130 0.288
H 0.131 -1.874 1.012 0.311
H -0.741 -2.733 -0.285 0.338
H -1.581 -1.545 0.661 0.358
H 2.338 -0.140 0.554 0.296
H 2.460 0.030 -1.207 0.370
H 2.799 1.418 -0.187 0.401